ORCA calculation (wB97M-V/def2-TZVPD) on 9 unconnected molecules or ions with the total composition C67H151N9O12 at a distorted geometry.

Computed properties:
HOMO-LUMO gap = 8.60 eV
HOMO = -8.10 eV
Relative energy (zero: lowest compared OMol25 entry of this formula, charge and spin) = 0.0 kcal per mole
SMILES = CC1(C)CCCC(C)(C)N1O.CC1(C)CCCC(C)(C)N1O.CC1(C)CCCC(C)(C)N1O.CC1(C)CCCC(C)(C)N1O.CC1(C)CCCC(C)(C)N1O.COC[C@H](C)N.COCCNCCOC.COCCNCCOC.COCCNCCOC
LUMO energy = 0.5 eV
E_tot = -4038.74012 Eh

Each line ends with the Löwdin charge.
Atoms and positions in Å:
C -1.501 -6.581 0.672  -0.2022
C 0.633 -4.798 6.255  -0.1823
C -0.988 -1.077 0.727  -0.2079
H -2.240 7.475 -3.115  0.0885
C 1.033 -3.207 2.803  -0.0428
C 0.942 3.278 4.056  -0.1721
H -4.972 -2.202 -0.504  0.0693
H 1.536 -2.559 -3.260  0.0888
H 4.556 -2.813 -1.431  0.0707
H 0.436 -2.830 5.398  0.1184
H 2.220 -3.760 -0.516  0.1194
H 1.827 1.345 -2.482  0.0776
N -1.798 -1.705 -3.474  -0.0823
C 5.942 -0.550 0.980  -0.0162
H 2.504 2.529 -6.063  0.0615
C -2.481 -1.411 3.401  -0.1074
H -1.316 -1.856 -7.252  0.1006
H -5.518 -1.082 1.749  0.0949
C 4.800 0.599 -0.950  -0.0341
H -0.534 0.641 4.591  0.0522
H -1.711 2.600 -6.617  0.1062
H 0.110 5.196 -2.552  0.1124
C -2.617 -1.278 -5.652  -0.1418
C -5.687 -2.824 0.055  -0.1256
H 0.512 -8.482 4.681  0.0843
N -1.269 0.176 0.033  -0.0463
C 1.881 1.659 -6.255  -0.0155
H -4.370 -0.811 -2.765  0.0735
H -7.420 3.716 5.803  0.0890
H -0.898 6.119 -1.412  0.1274
H 5.674 0.328 -1.544  0.0828
O -2.954 -1.095 2.112  -0.2052
H 2.749 1.745 -8.560  0.1201
H 5.685 4.410 1.175  0.0870
H 2.132 4.492 -5.682  0.0657
H 1.172 -5.396 -2.092  0.1018
H 2.859 1.303 3.086  0.0824
H 0.998 -2.156 3.120  0.0737
O 2.233 -5.738 2.469  -0.0439
H -3.232 2.217 3.076  0.0772
C 5.143 0.686 0.543  -0.5171
C 1.323 4.788 -8.341  -0.1412
H 1.580 -5.734 1.740  0.0577
H -2.640 5.152 2.936  0.0908
H 1.287 1.542 -5.346  0.0601
H -0.229 4.119 2.466  0.1094
H 0.826 2.303 -3.425  0.0732
H -2.375 5.369 4.695  0.0904
H -5.991 -3.675 -0.548  0.0906
H 0.085 -7.822 0.105  0.1240
H -3.790 -5.763 -0.623  0.0974
H -6.206 2.668 4.187  0.1239
C 2.684 -4.692 -0.869  -0.2031
H 3.181 3.857 -7.683  0.1041
C -0.020 6.179 -2.069  -0.2166
H 2.048 -6.708 -1.384  0.1315
H 3.081 3.987 -9.345  0.1122
H -2.993 -1.743 0.253  0.0942
C 1.493 -6.546 4.563  -0.5114
C -2.166 2.402 2.935  -0.0066
H -6.446 2.908 7.025  0.0861
C -6.413 -0.915 1.132  -0.2483
H 4.934 -3.501 -2.963  0.0896
C 0.160 0.752 -7.931  -0.0278
H 0.892 4.063 5.982  0.1234
H 4.794 2.754 3.884  0.1232
H 0.519 4.601 -4.995  0.0703
H -1.470 2.003 7.863  0.0766
H -6.054 -0.115 0.464  0.1374
H -2.778 -0.653 4.123  0.0817
C -2.280 -1.813 1.071  -0.1889
H 7.798 1.325 2.329  0.0830
O -2.096 -5.309 0.515  -0.2095
H 3.098 -3.953 5.477  0.0645
C -2.904 -5.114 -0.620  -0.0932
H 0.026 -3.445 2.459  0.0761
C 3.800 0.733 1.266  -0.1383
H -5.215 1.700 5.235  0.1095
H 3.984 3.248 2.406  0.1144
H -3.230 3.377 6.150  0.1022
H 2.613 5.610 -2.724  0.0685
H -3.313 0.381 -3.483  0.0858
H -3.563 -1.246 -6.202  0.1249
H 6.096 4.543 2.879  0.0858
C -0.841 5.334 -7.245  -0.0320
C -0.041 0.823 -0.400  -0.1971
H 4.336 0.360 3.355  0.1024
N 5.804 1.953 0.775  -0.1236
H 1.770 -3.180 1.998  0.0789
H -8.199 2.731 7.039  0.0870
H -2.162 -0.284 -5.691  0.1117
H -2.289 -7.325 0.485  0.1255
H 1.186 6.007 -5.748  0.0874
C -6.162 1.681 4.673  -0.2328
C -0.806 -3.963 -3.665  -0.0203
H 3.570 -3.997 3.788  0.0886
H -0.181 5.069 3.874  0.1217
H 0.898 -0.995 -3.454  0.0760
H 1.664 5.823 -8.377  0.1261
C 2.838 -3.579 4.490  -0.0166
H -0.567 -4.076 4.608  0.1189
H 1.020 2.278 3.608  0.0942
H -6.136 -0.442 4.120  0.1326
O 6.881 2.204 -0.089  -0.0031
H -4.908 -2.714 -4.639  0.0867
H 3.048 -7.877 5.420  0.0859
C 0.608 -2.001 -3.118  -0.0242
H -0.078 -4.524 -4.258  0.0901
H -1.960 2.654 1.892  0.0711
H 3.319 -0.249 1.213  0.1187
C -0.281 4.026 3.557  -0.1328
C 2.912 -6.876 5.000  -0.0374
C -0.619 -2.459 -3.892  -0.4845
O -0.880 2.757 -6.156  -0.0216
H -3.914 -3.403 -3.300  0.0762
H 1.680 2.522 5.978  0.1209
H -0.370 1.059 -8.833  0.0902
H 3.462 -5.021 -0.172  0.1240
C 2.437 3.773 -8.484  -0.1914
H -0.464 -1.749 0.037  0.1081
H -2.788 -2.431 3.667  0.0965
H 2.407 7.396 -2.924  0.0764
H 1.499 -8.242 3.158  0.0827
H -1.440 5.171 -6.348  0.0656
C 4.626 2.476 2.840  -0.1456
C 1.620 -5.734 -1.145  -0.1883
N -1.610 2.971 5.292  -0.1101
H -5.270 0.702 3.084  0.1052
H 5.468 -1.488 0.690  0.0737
H 0.359 -2.965 -5.753  0.1194
C -0.320 -2.187 -5.386  -0.1294
C -7.333 2.786 6.384  -0.1356
H -5.059 -3.176 0.891  0.0898
C -3.898 -2.930 -4.282  -0.0233
C -2.616 4.656 3.910  -0.0336
H 1.575 -4.550 6.750  0.1011
H 1.389 2.293 -9.619  0.1185
H 0.286 -1.294 -5.568  0.1004
H 2.954 -2.495 4.472  0.0803
H 4.388 1.563 -1.261  0.0802
H -0.642 -7.015 -1.282  0.1168
C 2.462 6.568 -2.220  -0.0590
H -1.264 0.364 6.159  0.0848
H 2.478 0.762 -6.418  0.0892
H -4.719 -0.286 -4.383  0.0868
H 3.327 -6.225 5.776  0.0750
H -1.720 1.417 3.098  0.0611
H -2.027 -2.850 1.313  0.1107
H 3.615 -6.835 4.164  0.0815
H -8.134 0.952 3.406  0.1057
H -0.417 -6.509 5.544  0.1168
C 1.848 2.361 -8.636  -0.1289
H 6.982 -0.597 0.656  0.0876
C -1.427 7.057 -3.729  -0.1170
H 1.856 3.795 3.763  0.1089
H 6.694 3.053 -0.504  0.1028
C -0.315 2.171 -1.032  -0.1884
C 5.984 2.492 2.115  -0.5068
O -7.242 1.653 5.588  -0.1842
H -0.552 6.385 -7.168  0.0853
H -0.955 2.072 -1.917  0.1301
O 0.903 2.808 -1.354  -0.2322
H -0.651 3.546 7.732  0.0872
H -0.633 0.483 -7.224  0.0533
O 3.302 -4.392 -2.121  -0.1994
C 1.266 6.483 -1.292  -0.4319
C 1.145 4.920 -5.836  -0.0215
H -0.842 2.787 -0.298  0.1165
O -2.854 2.557 5.808  -0.0129
H -1.383 -1.453 3.462  0.0602
N 0.060 3.081 -7.153  -0.1007
C 7.043 1.779 2.977  -0.0201
C 6.314 3.992 1.967  -0.0395
H -3.300 -4.103 -0.539  0.0600
C 4.534 -3.759 -1.981  -0.1294
H -1.180 -6.621 1.712  0.1046
H 7.344 4.142 1.639  0.0809
O -0.201 7.181 -3.048  -0.1925
H -1.860 0.685 0.685  0.0981
C -0.572 2.486 7.475  -0.0382
C 3.882 1.143 2.743  -0.1652
C -1.583 -2.213 -6.254  -0.1707
C -0.418 0.837 5.660  -0.0252
H -1.848 -3.266 -6.375  0.1079
H 2.354 3.023 -2.773  0.0920
H 0.829 5.473 0.456  0.0574
H 6.565 1.047 3.623  0.0712
C 1.495 2.394 -2.559  -0.1004
H -0.629 -4.217 -2.619  0.0577
H -3.561 -3.660 -5.023  0.0691
H 3.137 1.466 0.796  0.1151
H 5.255 -4.435 -1.503  0.0919
H 0.300 2.055 7.962  0.0877
H 0.707 0.917 0.402  0.1197
C 0.819 3.051 5.565  -0.1368
O -2.045 -1.866 -2.084  -0.0317
C 1.480 -4.056 3.984  -0.5148
C 0.857 -7.788 3.912  -0.0372
C -6.183 0.563 3.671  -0.2119
H -1.630 6.030 -4.035  0.0792
H 0.936 -6.843 6.664  0.1218
H -1.426 7.750 -4.573  0.0874
H 0.220 -4.895 0.102  0.1077
H 5.970 -0.545 2.074  0.0654
H 3.349 6.772 -1.616  0.0749
C -0.478 2.345 5.947  -0.5213
H 0.780 -0.136 -8.040  0.0921
N 1.538 5.459 -0.275  0.0494
H -1.405 5.150 -8.156  0.0879
H -0.140 -4.652 7.014  0.1122
H -0.074 -7.512 3.409  0.0651
N -7.354 0.718 2.808  -0.0559
C -0.308 -6.864 -0.248  -0.1953
C 0.955 1.959 -7.444  -0.5057
H -0.384 -0.949 1.634  0.1026
H 0.405 0.119 -1.109  0.0998
H 1.083 7.443 -0.798  0.1398
O -6.804 -2.114 0.514  -0.1593
H -1.887 -0.968 -1.758  0.0702
H 1.351 4.554 -0.727  0.0360
C -1.650 3.454 3.919  -0.4984
C -3.029 -1.658 -4.236  -0.5277
C 0.435 4.490 -7.140  -0.5149
H 4.019 -0.127 -1.189  0.0730
H -1.786 -4.329 -3.971  0.0677
H -2.341 -5.224 -1.548  0.0727
H -8.448 -0.331 1.314  0.1216
C -3.896 -0.514 -3.707  -0.0304
N 0.655 -5.796 -0.055  -0.0583
H 0.534 0.389 5.950  0.0865
H -3.644 4.300 4.039  0.0717
H 0.441 -1.919 -2.041  0.0573
H 7.666 2.480 3.539  0.0802
H 0.711 4.657 -9.246  0.1227
C 0.616 -6.260 5.800  -0.1312
C 0.401 -3.876 5.078  -0.1403
H -7.866 -1.278 2.634  0.1231
N 1.377 -5.465 3.579  -0.0846
C -7.580 -0.444 1.968  -0.2112